(1)
{"formula": "C5H10N2O", "method": "ωB97M-V/def2-TZVPD", "charge": 0, "homo_lumo_gap_ev": 9.5, "smiles": "CCc1cnc[nH]1.O", "de_lowest_kcal_mol": 18.5, "symbols": ["C", "C", "C", "C", "N", "C", "N", "H", "H", "H", "H", "H", "H", "H", "H", "O", "H", "H"], "xyz": [[0.809716, 0.163123, -2.133872], [0.990532, -0.738261, -0.872945], [-0.121148, -0.615569, 0.077018], [-0.019119, -0.423571, 1.423957], [-1.292623, -0.339945, 1.971032], [-2.111997, -0.552519, 0.987607], [-1.453024, -0.746491, -0.204287], [1.122298, 1.184968, -1.895837], [-0.160490, 0.123056, -2.627064], [1.529609, 0.023979, -2.952787], [1.065332, -1.731821, -1.344155], [1.995325, -0.525742, -0.516532], [0.952869, -0.356594, 1.882172], [-3.177963, -0.453338, 1.089909], [-1.892614, -1.177972, -0.998955], [0.779461, 2.365697, 2.139415], [0.939536, 1.848594, 1.359708], [0.044308, 1.952404, 2.615620]], "forces_ev_per_a": [[1.0, 1.0, -0.2], [0.2, -0.4, -3.3], [0.9, -0.6, 0.8], [-0.7, 0.0, -1.1], [0.7, 0.0, 0.6], [0.3, 0.2, 0.0], [-0.7, 0.2, 0.5], [-0.9, 0.2, 0.3], [-0.2, 0.1, 0.4], [0.0, -1.0, 0.3], [-0.2, -0.2, 0.7], [-0.3, 0.0, 0.8], [-0.3, 0.2, 0.7], [-0.2, -0.3, -0.2], [0.2, 0.3, -0.3], [-0.1, 0.7, 0.8], [-0.2, -0.4, -0.4], [0.2, -0.1, -0.4]]}


(2)
{"formula": "C5H10N2O", "method": "ωB97M-V/def2-TZVPD", "charge": 1, "homo_lumo_gap_ev": [8.3, 4.6], "de_lowest_kcal_mol": 68.3, "spin_multiplicity": 2, "symbols": ["C", "O", "H", "H", "H", "H", "C", "C", "C", "C", "N", "N", "H", "H", "H", "H", "H", "H"], "xyz": [[-2.703330, -0.138262, 1.167673], [-2.870815, 0.538397, 2.349949], [-2.772670, -0.166140, 3.098981], [-2.297942, 0.668267, 0.621555], [-3.850905, -0.395494, 0.896219], [-2.351601, -1.178918, 0.996016], [-0.293967, -1.531953, -1.276516], [1.659274, -0.574439, 0.154470], [0.662003, -0.510457, -0.849958], [1.832413, 1.286830, -0.960934], [2.446108, 0.554030, 0.104116], [0.699788, 0.705620, -1.483428], [1.754645, -1.300276, 0.846314], [3.163709, 0.834196, 0.774414], [-0.052225, -2.008646, -2.274525], [-1.148023, -0.815179, -1.756037], [2.124477, 2.267779, -1.147717], [-0.562561, -2.220640, -0.608035]], "forces_ev_per_a": [[-4.8, -1.3, -1.7], [1.4, -2.6, 5.0], [-0.5, 2.3, -1.6], [0.6, 0.0, -2.1], [2.3, 0.8, -0.6], [1.1, 0.8, 1.0], [-0.9, 4.5, -5.1], [1.4, 3.0, -0.9], [-0.3, 0.9, -1.4], [-2.1, -1.8, 1.1], [-2.9, -1.4, -1.8], [3.4, -0.2, 1.6], [0.6, -2.3, 2.2], [-0.2, 0.0, -0.5], [0.5, 0.3, 1.1], [1.2, -1.9, 1.6], [0.6, 1.4, -0.6], [-1.2, -2.6, 2.6]]}


(3)
{"formula": "C5H10N2O2", "method": "ωB97M-V/def2-TZVPD", "charge": 0, "homo_lumo_gap_ev": [7.1, 7.1], "de_lowest_kcal_mol": 162.6, "symbols": ["C", "N", "C", "C", "N", "C", "C", "O", "O", "H", "H", "H", "H", "H", "H", "H", "H", "H", "H"], "xyz": [[-2.185332, 0.043052, 0.348746], [0.367336, -0.290877, 0.131429], [-0.038241, 0.915534, 0.377230], [1.684352, -0.746674, -0.148652], [2.667000, 0.227736, -0.210767], [0.153112, 2.212603, 0.330632], [1.859139, -2.062333, -0.330906], [-2.757936, -1.280389, 0.344310], [-2.629383, 0.771154, -0.775565], [-2.564556, -1.670290, -0.517930], [-3.594524, 0.856698, -0.741449], [-0.657315, -0.718046, 0.033942], [-2.568976, 0.473080, 1.279800], [3.612309, -0.116868, -0.139492], [2.503874, 1.058191, 0.338988], [0.491740, 2.678609, -0.588170], [-0.190303, 2.851675, 1.132769], [2.832399, -2.469458, -0.562412], [1.015306, -2.733397, -0.302503]], "forces_ev_per_a": [[-0.6, 1.0, 0.4], [-1.0, -0.5, -0.4], [-1.1, -0.3, -0.1], [0.1, -0.5, 0.2], [-0.1, 0.1, 0.0], [0.1, 0.2, 0.1], [0.0, 0.3, -0.1], [0.7, 0.2, -0.1], [0.0, -0.1, 0.1], [-0.1, 0.0, 0.0], [0.2, 0.0, 0.0], [2.0, -0.1, 0.0], [0.0, 0.0, -0.1], [-0.1, 0.0, 0.0], [-0.1, 0.0, 0.0], [0.2, -0.1, 0.1], [-0.1, 0.0, -0.1], [0.0, 0.0, 0.0], [0.0, 0.0, 0.0]]}


(4)
{"formula": "C5H10N2O2", "method": "ωB97M-V/def2-TZVPD", "charge": 0, "homo_lumo_gap_ev": 8.3, "de_lowest_kcal_mol": 116.3, "symbols": ["C", "C", "C", "C", "N", "N", "C", "O", "O", "H", "H", "H", "H", "H", "H", "H", "H", "H", "H"], "xyz": [[0.435374, -0.377316, 0.727930], [0.314749, 0.409097, -0.795370], [0.221446, -0.333450, -2.098367], [-1.351978, -0.436449, 0.171890], [-2.116145, 0.400796, 0.908575], [0.367518, 0.305986, 1.954494], [1.749093, 0.287443, -0.208790], [-1.804777, -1.333037, -0.482918], [2.636291, -0.408731, -0.741740], [0.530634, -1.455960, 0.682416], [-0.119641, 1.395080, -0.685326], [-1.701236, 1.020509, 1.585076], [-3.095232, 0.186651, 1.015781], [1.104225, 0.960033, 2.181657], [0.151571, -0.277830, 2.752759], [2.011013, 1.234543, 0.308210], [-0.752790, -0.226986, -2.570998], [0.412299, -1.394478, -1.950082], [1.007585, 0.044100, -2.755197]], "forces_ev_per_a": [[-3.2, -0.7, -0.5], [3.3, 0.6, 0.2], [-0.6, -0.2, 0.3], [-0.2, -1.4, 1.7], [0.3, 0.7, 0.1], [-0.1, 0.6, 0.5], [-0.4, 1.5, -2.8], [0.6, 0.1, -0.3], [-0.5, -0.2, 0.7], [0.4, 0.1, 0.0], [-0.2, -0.1, 0.2], [0.2, -0.1, -0.1], [0.1, -0.1, -0.3], [0.2, -0.4, -0.2], [-0.1, 0.0, -0.2], [-0.1, -0.5, 0.6], [0.0, 0.0, 0.0], [0.0, 0.0, 0.0], [0.1, 0.0, 0.2]]}


(5)
{"formula": "C5H10N2O2", "method": "ωB97M-V/def2-TZVPD", "charge": 0, "homo_lumo_gap_ev": 9.6, "de_lowest_kcal_mol": 117.4, "symbols": ["C", "C", "C", "C", "C", "H", "H", "H", "H", "H", "H", "H", "H", "H", "H", "N", "N", "O", "O"], "xyz": [[-0.883097, -0.358240, -1.707983], [-0.157205, 0.146879, -0.412526], [0.383632, 1.444923, -0.219050], [-0.956783, 1.006683, 0.473278], [0.619088, -0.934314, 0.106024], [-0.275003, -0.688902, -2.510298], [-1.383959, 0.560821, -2.157105], [-1.724530, -1.020557, -1.339223], [0.316338, 2.259143, -0.997224], [1.554434, 0.366455, 1.196326], [-1.825969, 1.517637, 0.208724], [0.224578, 0.891647, 1.911436], [0.384232, -2.437204, 1.478072], [-0.790809, -1.306825, 1.437041], [2.275200, -0.746852, -0.846079], [-0.095089, -1.739059, 0.987536], [1.862409, -1.314371, -0.182834], [1.375419, 1.478055, 0.708869], [-0.902885, 0.874081, 1.865016]], "forces_ev_per_a": [[-2.2, 2.5, 1.3], [-2.2, -2.3, -3.7], [-1.3, 2.2, -0.3], [1.0, 0.7, 1.1], [2.7, -4.3, 1.3], [0.8, -1.0, -0.3], [0.3, -1.0, 0.6], [1.2, 0.4, -0.9], [0.6, -1.0, 1.1], [0.0, 4.4, -3.0], [-1.4, 0.3, -1.0], [-4.3, 0.6, 0.9], [0.8, -1.0, 0.5], [-3.2, 1.8, 2.1], [1.0, 1.7, -1.7], [2.7, -0.3, -3.1], [-3.5, -0.5, 2.4], [2.5, -3.1, 3.1], [4.6, -0.3, -0.4]]}


(6)
{"formula": "C5H10N2O2PS", "method": "ωB97M-V/def2-TZVPD", "charge": 1, "homo_lumo_gap_ev": [6.2, 6.2], "de_lowest_kcal_mol": 127.6, "symbols": ["C", "C", "C", "C", "C", "N", "N", "O", "O", "P", "S", "H", "H", "H", "H", "H", "H", "H", "H", "H", "H"], "xyz": [[0.179037, -1.566650, 1.363313], [0.996312, -0.634108, 0.734894], [-1.706786, -0.283652, 0.908216], [-1.913349, -2.353275, 2.102087], [0.875075, 1.083470, -3.210062], [-1.158027, -1.305121, 1.474988], [0.432779, 0.472791, 0.305679], [0.131753, 2.962633, -0.020418], [0.240502, 1.712577, -2.048714], [0.912841, 1.761009, -0.644853], [2.848960, 2.060577, -0.567173], [0.602644, -2.539927, 1.823175], [2.150575, -0.815118, 0.589331], [-2.168179, 0.620668, 1.258110], [-2.875309, -1.893257, 2.285783], [-2.062812, -3.255011, 1.529318], [-1.212916, -2.747331, 2.769840], [0.460918, 0.225598, -3.669429], [1.917748, 0.791976, -2.698288], [0.937299, 1.843383, -4.062714], [0.410936, 3.858767, -0.223085]], "forces_ev_per_a": [[1.1, -1.9, 1.0], [1.7, 1.2, -0.9], [3.1, 1.3, -1.4], [-1.5, -0.2, -0.5], [3.8, 1.5, 1.0], [2.6, 0.1, -1.5], [-3.3, -2.2, 1.3], [-1.3, -0.5, 1.0], [-1.2, -1.2, -1.2], [3.1, 2.2, -0.3], [-1.1, -0.8, -0.1], [-1.1, 1.9, -1.0], [-2.4, 0.3, 0.3], [-0.6, 0.1, 0.3], [-0.2, -0.6, 1.3], [-0.2, 0.2, -1.4], [0.0, -0.1, 2.5], [-1.3, -1.0, 0.5], [-1.7, 0.6, -2.2], [0.3, -0.8, 1.6], [0.3, 0.0, -0.2]]}


(7)
{"formula": "C5H10N2O3", "method": "ωB97M-V/def2-TZVPD", "charge": 0, "homo_lumo_gap_ev": 10.1, "smiles": "C[C@H](NC(=O)CN)C(=O)O", "de_lowest_kcal_mol": 29.4, "symbols": ["C", "C", "N", "C", "O", "C", "N", "C", "O", "O", "H", "H", "H", "H", "H", "H", "H", "H", "H", "H"], "xyz": [[-1.916587, 1.837636, 0.270740], [-0.755538, 0.856765, -0.152348], [0.025634, 0.413200, 0.959547], [0.689517, -0.760688, 1.105731], [1.453940, -0.902141, 2.045535], [0.475304, -1.811052, 0.002542], [1.238075, -3.039268, 0.018056], [0.122922, 1.531929, -1.180736], [-0.338450, 2.245059, -2.074916], [1.362703, 0.943746, -1.252460], [-1.467500, 2.703607, 0.777051], [-2.629402, 1.358910, 0.855213], [-2.342956, 2.174211, -0.687725], [-1.280820, -0.016708, -0.576292], [0.131631, 0.967172, 1.807101], [-0.515262, -2.116251, -0.087937], [0.735189, -1.443231, -0.926836], [1.102521, -3.445053, 0.977977], [2.218872, -2.935927, 0.090592], [1.690208, 1.438083, -1.970835]], "forces_ev_per_a": [[2.5, 0.6, -2.0], [-1.3, 0.8, 1.2], [-0.2, -0.1, 1.2], [0.7, -0.4, -0.4], [-0.3, -0.5, -0.2], [1.8, -0.4, 1.0], [-1.0, -1.6, 3.0], [-1.5, -1.1, -2.7], [1.6, -0.8, 2.0], [-1.8, 0.8, 1.4], [-0.3, -0.2, 0.0], [-1.2, -0.8, 1.1], [-0.1, 0.0, 0.6], [0.6, 0.4, -0.4], [-0.1, 0.3, -0.6], [-2.1, -0.2, 0.2], [0.2, 1.7, -1.9], [-0.3, 0.0, -1.2], [1.3, 0.9, -0.5], [1.6, 0.7, -1.9]]}


(8)
{"formula": "C5H10N2OSe", "method": "ωB97M-V/def2-TZVPD", "charge": 0, "homo_lumo_gap_ev": [7.8, 7.8], "smiles": "C=C/N=N/CCO.C=[Se]", "de_lowest_kcal_mol": 46.9, "symbols": ["C", "C", "N", "N", "C", "C", "O", "H", "H", "H", "H", "H", "H", "H", "H", "C", "Se", "H", "H"], "xyz": [[-2.547598, -1.228406, -0.809180], [-1.874441, -0.980441, 0.345909], [-0.478907, -0.958956, 0.372327], [0.181717, -0.013048, -0.033641], [1.571869, -0.283975, -0.204486], [1.915025, -1.739712, -0.223487], [1.237672, -2.450749, -1.256174], [-2.209452, -1.063631, -1.708031], [-3.550485, -1.611222, -0.796776], [-2.374750, -1.191653, 1.341396], [2.290307, 0.141763, 0.624485], [1.841075, 0.298591, -1.183657], [1.566443, -2.100475, 0.806818], [2.926202, -1.800455, -0.473927], [0.363685, -2.482451, -1.075896], [-0.296751, 2.758982, 1.056780], [-1.903384, 2.301164, 1.477016], [0.387074, 2.767981, 1.913940], [0.187619, 2.838306, 0.131518]], "forces_ev_per_a": [[-1.3, -0.1, 5.8], [-2.0, -1.1, -0.4], [0.7, -0.4, 0.4], [-1.4, 1.1, -0.1], [2.7, 1.6, -0.5], [-2.6, -0.4, 0.7], [4.6, 0.1, -0.9], [2.4, 0.7, -4.6], [-0.4, 0.2, 0.4], [0.9, 0.3, -1.3], [-1.8, -0.2, -1.3], [-0.3, -1.2, 1.7], [1.1, -0.1, -1.3], [1.7, -0.6, 0.3], [-4.4, -0.2, 1.0], [0.6, -0.7, 2.3], [-0.9, 0.2, -0.3], [0.1, 0.4, -0.4], [0.0, 0.3, -1.5]]}


(9)
{"formula": "C5H10N2S", "method": "ωB97M-V/def2-TZVPD", "charge": 0, "homo_lumo_gap_ev": 8.5, "smiles": "CNCC(=S)N1CC1", "de_lowest_kcal_mol": 126.0, "symbols": ["C", "N", "C", "C", "S", "N", "C", "C", "H", "H", "H", "H", "H", "H", "H", "H", "H", "H"], "xyz": [[-2.510885, 0.186265, 0.933371], [-1.850431, -0.579847, -0.178086], [-0.904743, 0.163392, -1.085692], [0.411490, 0.476657, -0.515391], [1.011205, 1.901929, 0.150602], [1.139974, -0.612972, -0.385599], [1.681469, -1.269957, 0.784540], [0.737526, -2.112638, -0.064538], [-2.019608, 0.200109, 2.038372], [-2.285619, 1.378769, 0.430552], [-3.529676, -0.189064, 1.327625], [-2.546390, -0.930474, -1.009928], [-0.792976, -0.606939, -1.810716], [-1.311337, 0.977202, -1.839729], [2.752324, -1.424763, 0.664869], [1.289203, -0.886448, 1.836303], [1.089990, -2.882827, -0.578223], [-0.341142, -2.379019, 0.163292]], "forces_ev_per_a": [[1.2, 3.1, 0.3], [-1.9, -0.6, -2.1], [-2.3, 1.0, -2.0], [0.4, 1.5, 1.9], [-1.0, -0.8, -0.8], [0.4, -4.6, 0.7], [-1.2, 0.9, 1.2], [-2.1, 4.4, 2.4], [0.1, -0.3, -2.9], [-1.8, -2.9, 2.4], [1.1, 0.9, -1.9], [1.4, 1.0, 3.5], [0.9, -0.8, -0.7], [0.2, -0.7, 2.3], [-0.2, -0.3, 0.5], [1.0, -0.7, -2.4], [2.3, -2.6, -2.9], [1.5, 1.3, 0.4]]}


(10)
{"formula": "C5H10N2S", "method": "ωB97M-V/def2-TZVPD", "charge": 0, "homo_lumo_gap_ev": 9.1, "smiles": "N[C@@H]1C[C@]1(N)[C@@H]1CS1", "de_lowest_kcal_mol": 121.2, "symbols": ["N", "C", "C", "C", "N", "C", "C", "S", "H", "H", "H", "H", "H", "H", "H", "H", "H", "H"], "xyz": [[1.418659, -1.792801, -0.538172], [1.780380, -0.485670, -0.102333], [1.223988, -0.123238, 1.274391], [0.715433, 0.595774, 0.030945], [1.236401, 1.912952, -0.400545], [-0.690509, 0.410019, -0.406821], [-1.968304, 0.955063, 0.176099], [-1.873084, -0.814193, 0.009995], [0.641916, -2.042172, 0.038975], [2.374763, -2.476906, -0.577483], [2.615034, 0.198181, -0.183980], [2.129725, 0.800971, 1.556890], [0.344678, -0.426239, 1.872463], [0.934545, 2.640248, 0.202406], [1.227516, 2.009127, -1.444631], [-0.689540, 0.720472, -1.528432], [-1.704513, 1.397760, 1.158340], [-2.856145, 1.252908, -0.517143]], "forces_ev_per_a": [[4.6, -1.6, -2.4], [-2.9, 0.4, 2.1], [3.1, 6.1, 0.4], [0.2, 0.4, -0.9], [0.4, -2.1, -0.4], [-0.5, 1.5, -4.6], [-0.3, 0.5, 0.1], [0.1, -1.5, 0.7], [0.1, -1.2, 0.3], [-4.1, 2.2, 0.7], [1.1, -1.6, -1.1], [-3.1, -3.0, 1.0], [1.3, -0.5, 0.0], [-0.5, 1.0, -0.2], [-0.3, 0.4, 1.8], [-0.1, -1.1, 1.5], [-1.3, -0.2, -0.5], [2.2, 0.4, 1.6]]}


(11)
{"formula": "C5H10N2S", "method": "ωB97M-V/def2-TZVPD", "charge": 0, "homo_lumo_gap_ev": 9.1, "de_lowest_kcal_mol": 83.7, "symbols": ["C", "C", "C", "C", "C", "H", "H", "H", "H", "H", "H", "H", "H", "H", "H", "N", "N", "S"], "xyz": [[2.367001, -0.691893, 0.497836], [1.258560, -0.062394, -0.180685], [0.530628, 1.111396, 0.252100], [0.707418, 2.466817, -0.416730], [-0.711264, 0.173019, 0.083194], [3.356397, -0.283017, 0.327296], [2.150159, -0.625691, 1.680872], [2.316744, -1.825400, 0.090240], [1.567990, 0.089895, -1.291745], [0.677484, 1.031872, 1.365447], [0.441475, 2.661579, -1.512596], [-0.064601, 3.055759, 0.008623], [1.713302, 2.924957, -0.117187], [-1.042801, -2.360864, -0.838348], [0.004732, -2.717469, 0.486602], [0.138637, -0.848860, -0.146469], [0.055033, -2.245598, -0.564147], [-2.336914, 0.107995, 0.210051]], "forces_ev_per_a": [[0.8, -2.8, 2.8], [4.1, -0.2, -5.4], [-1.4, 0.4, 1.5], [0.5, 0.7, -0.1], [-0.7, -0.8, 0.0], [0.0, 0.1, -0.1], [0.6, -0.6, -2.4], [0.6, 2.5, 1.4], [-0.2, -0.1, 1.3], [-0.2, 1.4, -0.7], [0.9, -1.3, 1.2], [-0.5, 1.0, 0.9], [-1.4, -0.6, -0.7], [3.1, 0.5, 0.6], [0.2, 0.9, -3.4], [-2.6, -1.5, -0.5], [-3.8, 0.0, 3.8], [-0.1, 0.4, -0.1]]}


(12)
{"formula": "C5H10N2S", "method": "ωB97M-V/def2-TZVPD", "charge": 0, "homo_lumo_gap_ev": 9.6, "smiles": "[H]/N=C1/NCC[C@@]1(C)S", "de_lowest_kcal_mol": 22.5, "symbols": ["H", "N", "C", "N", "C", "C", "C", "C", "S", "H", "H", "H", "H", "H", "H", "H", "H", "H"], "xyz": [[-1.150021, -1.145656, -1.812732], [-0.166288, -1.400684, -1.654892], [0.363288, -0.702503, -0.774149], [1.679086, -0.643533, -0.506353], [2.056770, 0.072831, 0.724034], [0.773040, 0.884303, 0.943824], [-0.329346, 0.042286, 0.348322], [-0.992557, -0.861703, 1.339864], [-1.533462, 1.153457, -0.453126], [2.326734, -1.211261, -1.106747], [2.342291, -0.581067, 1.561763], [3.016909, 0.581263, 0.482758], [0.714211, 1.007693, 2.074723], [0.742499, 1.842659, 0.362719], [-1.660440, -0.256234, 1.972635], [-1.571751, -1.668762, 0.727047], [-0.221667, -1.356918, 1.906489], [-1.820136, 2.031216, 0.718708]], "forces_ev_per_a": [[0.4, -0.5, 0.4], [-1.1, -0.6, -2.4], [0.0, 0.2, 1.9], [2.0, -1.2, -0.7], [0.9, -0.4, -1.7], [1.2, 1.0, 1.6], [-0.4, 1.5, -0.3], [-1.4, -1.5, -1.3], [-1.0, 1.6, 1.7], [-0.9, 1.0, 1.1], [-0.6, -0.2, -0.1], [-0.9, 0.4, 0.3], [-0.5, 0.4, -1.5], [0.6, -0.7, 1.0], [0.2, -0.6, -0.1], [0.7, 1.4, 1.4], [0.1, -0.3, 0.5], [0.6, -1.7, -2.0]]}